Record 1
81
Properties=species:S:1:pos:R:3:lowdin_charge:R:1 method="wB97M-V/def2-TZVPD" e_lumo_ev=-2.68 largest_force_ev_per_a=2.379 gap_ev=8.64 total_charge=+1 homo_ev=-11.32
C 3.1247 1.4406 2.8351 -0.045
C 1.8672 1.4161 1.9483 -0.142
C 0.6927 0.7310 2.6403 -0.274
F 1.2062 -0.0814 3.6264 0.056
N -0.2866 -0.0102 1.8138 -0.026
C -1.1970 -0.6794 2.8307 -0.057
C -0.8587 -2.1160 3.2871 -0.698
O -0.1422 -2.4284 4.1675 0.089
Br -1.8112 -3.5647 2.3516 0.860
C 0.2484 -0.9297 0.7805 -0.051
B 1.5744 -1.8058 1.0545 -0.567
O 2.8770 -1.3271 0.9607 0.142
N 1.3897 -3.1990 1.3960 -0.097
C 0.8721 -3.9900 0.2648 -0.091
C 2.6191 -3.8232 1.8960 -0.054
C 0.4206 -0.2302 -0.6008 -0.240
C 1.1859 -1.0846 -1.5893 -0.097
C 0.8975 -0.5156 -3.0236 -0.195
C 2.2177 -0.4879 -3.8317 -0.211
S 2.7598 -2.1165 -4.3270 0.578
O 1.7903 -3.1160 -4.0337 -0.262
O 3.1499 -2.0140 -5.6797 -0.255
O 4.1161 -2.3408 -3.5077 -0.144
O -0.9151 -0.1008 -1.0881 -0.161
C -1.7935 0.6681 -0.2733 -0.286
B -3.2291 -0.0967 -0.0764 -0.619
O -4.3793 0.6761 -0.1876 0.139
N -3.3122 -1.5197 0.2573 -0.116
C -4.4375 -1.6669 1.2179 -0.121
C -3.7766 -2.2686 -0.9493 -0.107
C -2.1569 1.9380 -1.1516 -0.577
I -2.0249 4.0086 -0.5594 0.998
C -2.5839 1.8205 -2.3951 -0.757
C -2.9615 2.9973 -3.2735 -0.246
I -2.8278 -0.0144 -3.4026 1.207
C -1.1861 1.0999 1.1107 -0.262
N -2.0663 1.7943 1.9369 0.107
H 2.8920 1.7543 3.8492 0.091
H 3.6778 0.5050 2.8188 0.070
H 3.7829 2.1906 2.4057 0.090
H 2.1510 1.0230 0.9765 0.106
H 1.6033 2.4576 1.8021 0.111
H 0.2027 1.5062 3.2277 0.164
H -1.2071 -0.0656 3.7257 0.143
H -2.2307 -0.7233 2.4996 0.089
H -0.5497 -1.6528 0.5916 0.126
H 3.2200 -1.1131 1.8372 0.094
H 0.7476 -5.0228 0.6005 0.095
H 1.5820 -4.0168 -0.5686 0.096
H -0.1211 -3.6693 -0.0433 0.060
H 3.3170 -3.9583 1.0629 0.098
H 3.0767 -3.2507 2.6982 0.093
H 2.4102 -4.8161 2.2975 0.100
H 0.8605 0.7707 -0.5468 0.161
H 2.2632 -0.9940 -1.4851 0.121
H 0.8508 -2.1185 -1.6343 0.116
H 0.2139 -1.1604 -3.5644 0.083
H 0.5790 0.5235 -2.9857 0.113
H 2.9812 0.0318 -3.2533 0.111
H 2.0579 0.1205 -4.7184 0.110
H 4.0281 -3.1278 -2.9496 0.097
H -4.6834 0.9996 0.6672 0.117
H -4.2689 -1.0932 2.1355 0.081
H -4.4595 -2.7093 1.5389 0.056
H -5.4094 -1.4523 0.7687 0.100
H -2.9531 -2.3623 -1.6510 0.042
H -4.1476 -3.2377 -0.6208 0.093
H -4.6024 -1.7568 -1.4558 0.073
H -3.7354 3.5926 -2.7943 0.050
H -2.0642 3.5756 -3.4851 0.064
H -3.3898 2.6565 -4.2127 0.042
H -0.4711 1.8670 0.7924 0.116
H -2.9359 1.3756 2.2175 0.103
H -1.6934 2.5090 2.5349 0.107
C 2.0832 6.8827 -0.3539 0.053
N 2.3379 5.4518 -0.0297 -0.455
O 2.6263 5.1816 1.1172 0.056
O 2.2385 4.6615 -0.9454 0.046
H 2.2072 7.4687 0.5490 0.097
H 2.8023 7.1779 -1.1120 0.105
H 1.0667 6.9550 -0.7299 0.098

Record 2
88
Properties=species:S:1:pos:R:3:lowdin_spin:R:1 method="wB97M-V/def2-TZVPD" e_lumo_ev="-1.91 / -1.66" largest_force_ev_per_a=2.277 gap_ev="5.37 / 5.62" total_charge=0 spin_multiplicity=2 s_squared=0.764 homo_ev="-7.28 / -7.28"
Cr -1.7428 -0.2949 0.6493 0.995
C 0.5868 4.6660 2.3471 0.000
S 0.4060 3.4225 3.6624 0.000
C -0.8520 2.3625 2.9439 0.000
S -2.3078 3.0346 2.4774 0.000
N -0.5174 1.1242 3.0666 0.002
N -1.0182 0.0441 2.5188 -0.002
C -0.9550 -1.0354 3.2605 -0.001
C -1.3051 -2.2719 2.6734 0.001
C -1.3511 -3.4663 3.4049 0.000
C -1.6818 -4.6374 2.7671 -0.001
C -1.9871 -4.5845 1.4079 0.000
C -1.9452 -3.3666 0.7620 -0.001
N -1.5999 -2.2247 1.3544 -0.001
H 1.2312 5.4400 2.7500 0.000
H -0.3882 5.0687 2.0874 0.000
H 1.0535 4.1903 1.4896 0.000
H -0.6625 -0.9713 4.3030 0.000
H -1.1333 -3.4302 4.4594 0.000
H -1.7257 -5.5701 3.3058 0.000
H -2.2490 -5.4702 0.8520 0.000
H -2.2027 -3.3202 -0.2871 0.000
Br -6.5462 -0.7396 1.7298 0.001
C -5.6856 0.6029 0.7313 0.003
C -6.4150 1.5311 -0.0010 -0.003
C -5.7677 2.5120 -0.7171 0.002
Br -6.8031 3.7542 -1.7062 0.000
C -4.3583 2.6039 -0.7475 -0.001
C -3.6028 3.6031 -1.3923 0.016
C -2.2316 3.5430 -1.3301 -0.002
C -1.6057 2.4806 -0.6692 0.016
N -2.2844 1.5300 -0.0566 -0.012
C -3.6365 1.6033 -0.0598 -0.004
C -4.2889 0.6044 0.7272 -0.005
O -3.5604 -0.2387 1.3626 -0.024
H -7.4923 1.4751 0.0006 0.000
H -4.1067 4.3975 -1.9210 0.001
H -1.6267 4.3070 -1.7936 0.000
H -0.5266 2.3967 -0.6322 0.000
C 1.3820 1.4763 -4.9197 0.000
O 2.0085 0.9145 -3.7690 0.000
C 1.2264 0.6254 -2.7401 0.000
O 0.0163 0.7397 -2.7566 -0.001
C 1.9001 0.0936 -1.5339 -0.002
C 3.1925 0.2292 -1.2304 -0.001
As 4.2548 -0.5958 0.2617 0.000
C 5.1677 1.0418 0.9175 0.000
C 2.5883 -0.5496 1.2490 -0.001
C 1.7166 -1.4596 0.7212 -0.001
As 0.4039 -0.7871 -0.5109 -0.005
C 0.3507 -2.2739 -1.7851 0.001
C 2.0092 -2.8916 0.7035 0.000
O 1.1471 -3.7212 0.4983 0.000
O 3.2657 -3.2136 1.0535 0.000
C 3.5591 -4.6048 1.1080 0.000
C 2.0599 0.7997 1.5540 0.000
O 1.2742 1.3857 0.8301 -0.001
O 2.5044 1.4158 2.6431 0.000
C 3.0853 0.6639 3.6917 0.000
C 4.2387 0.8494 -2.0647 0.000
O 5.2747 0.2540 -2.2720 0.000
O 3.9994 2.0930 -2.4505 0.000
C 5.0414 2.7247 -3.1869 0.000
H 2.1051 1.4018 -5.7279 0.000
H 1.1319 2.5224 -4.7334 0.000
H 0.4712 0.9287 -5.1661 0.000
H 5.9642 1.2924 0.2160 0.000
H 5.6332 0.8127 1.8801 0.000
H 4.4975 1.8923 1.0300 0.000
H 1.3606 -2.6558 -1.9700 0.000
H -0.0687 -1.9032 -2.7226 0.000
H -0.2650 -3.0893 -1.4192 0.000
H 4.5013 -4.6971 1.6414 0.000
H 3.6535 -5.0052 0.0966 0.000
H 2.7593 -5.1377 1.6267 0.000
H 3.6913 1.3598 4.2681 0.000
H 3.6963 -0.1613 3.3116 0.000
H 2.2929 0.2644 4.3294 0.000
H 4.6524 3.6883 -3.5032 0.000
H 5.3204 2.1178 -4.0488 0.000
H 5.9208 2.8572 -2.5542 0.000
N -2.4624 -0.9115 -1.0046 -0.003
C -3.1111 -1.5284 -1.7575 0.019
C -3.7692 -2.3246 -2.6363 0.008
C -3.1390 -3.5250 -2.9835 0.002
N -2.5804 -4.5007 -3.2274 0.003
C -5.0128 -1.9573 -3.1564 0.002
N -6.0283 -1.6283 -3.5801 0.003

Record 3
22
Properties=species:S:1:pos:R:3:lowdin_charge:R:1 method="wB97M-V/def2-TZVPD" e_lumo_ev=0.64 smiles=Cc1ccc2cc(N)ccc2n1 largest_force_ev_per_a=1.209 gap_ev=8.49 total_charge=0 homo_ev=-7.85
C 0.5476 -0.2718 3.7812 -0.050
C 0.4722 -0.3388 2.2790 -0.326
C 1.1022 -1.4197 1.5801 -0.026
C 1.0001 -1.4847 0.2183 -0.023
C 0.2326 -0.5238 -0.4872 -0.168
C 0.0638 -0.5454 -1.8885 -0.004
C -0.6387 0.4527 -2.5031 -0.321
N -0.8633 0.4739 -3.8885 0.081
C -1.2324 1.4980 -1.7197 -0.032
C -1.0703 1.5380 -0.3734 -0.017
C -0.3321 0.5146 0.2959 -0.222
N -0.2414 0.5930 1.6595 0.144
H 0.0414 0.6243 4.1311 0.070
H 1.5902 -0.2191 4.1252 0.079
H 0.0837 -1.1651 4.2338 0.083
H 1.7253 -2.1322 2.1001 0.106
H 1.5023 -2.2682 -0.3514 0.115
H 0.5270 -1.3443 -2.4511 0.115
H -0.1400 0.0187 -4.4232 0.084
H -1.0895 1.3887 -4.2647 0.084
H -1.8056 2.2651 -2.2719 0.116
H -1.4752 2.3463 0.2186 0.110

Record 4
21
Properties=species:S:1:pos:R:3:lowdin_charge:R:1 method="wB97M-V/def2-TZVPD" e_lumo_ev=0.70 smiles=CCCCSC.O largest_force_ev_per_a=1.467 gap_ev=9.04 total_charge=0 homo_ev=-8.34
C -1.7449 -1.3848 -1.0547 -0.120
C -1.9233 0.1288 -0.8674 -0.271
C -0.9832 0.8576 0.0990 -0.280
C 0.4979 0.9673 -0.3435 -0.559
S 1.4023 2.2111 0.5417 0.802
C 2.6778 1.2522 1.4598 -0.386
H -2.5396 -1.6229 -1.7659 0.071
H -1.8090 -2.0156 -0.1702 0.061
H -0.8078 -1.6864 -1.5320 0.066
H -1.9513 0.5833 -1.8584 0.105
H -2.9215 0.2493 -0.4397 0.101
H -1.4364 1.8371 0.2451 0.094
H -0.9145 0.2951 1.0325 0.107
H 0.5802 1.2278 -1.3999 0.066
H 0.9154 -0.0292 -0.2092 0.071
H 3.6555 1.5908 1.1206 0.019
H 2.5565 1.4562 2.5167 0.018
H 2.6335 0.1975 1.2063 0.028
O -1.1761 -4.8879 -0.3717 -0.044
H -1.4484 -5.3933 0.3995 0.037
H -0.3683 -4.5027 -0.0783 0.013

Record 5
190
Properties=species:S:1:pos:R:3:lowdin_charge:R:1 method="wB97M-V/def2-TZVPD" e_lumo_ev=-0.33 largest_force_ev_per_a=4.661 gap_ev=8.13 total_charge=0 homo_ev=-8.46
Mg 0.4079 -5.0700 -1.3614 0.481
O -2.3164 2.1556 1.5142 0.142
C -1.4109 1.6243 0.9164 -0.351
O -0.7788 0.4894 1.2940 0.199
B 0.2204 0.0399 0.2977 -0.794
O 0.2926 1.2661 -0.5881 0.194
C -0.6573 2.1325 -0.3208 -0.389
O -0.9584 3.1076 -0.9723 0.121
O -0.1630 -1.2399 -0.3725 0.240
C 0.6446 -2.2024 0.0108 -0.269
O 0.6739 -3.3725 -0.4215 0.094
C 1.6558 -1.6066 0.9318 -0.369
O 1.5112 -0.2790 1.0075 0.207
O 2.5588 -2.3067 1.3661 0.172
N 2.5481 -6.7218 0.2345 -0.608
O 1.9719 -7.6785 0.6416 0.034
O 1.9434 -5.9294 -0.4626 -0.056
O 3.6711 -6.4488 0.6709 0.042
C -2.5646 5.6107 0.0327 0.038
N -4.0431 5.6196 -0.1285 -0.399
O -4.6219 6.7097 0.0096 0.057
O -4.5505 4.5453 -0.4384 0.031
H -2.4084 6.3370 0.8302 0.097
H -1.9914 5.9009 -0.8478 0.101
H -2.4006 4.5653 0.2943 0.071
C -3.9333 1.8892 -2.0194 0.033
N -3.7549 0.9401 -3.1456 -0.407
O -3.7866 -0.2454 -2.8219 0.049
O -3.5548 1.4446 -4.2603 0.054
H -4.0852 1.3415 -1.0894 0.078
H -4.7958 2.5275 -2.2111 0.101
H -3.0667 2.5491 -1.9775 0.081
C -5.9826 2.4298 1.3472 0.070
N -5.9244 1.6138 2.6418 -0.405
O -6.0755 2.2071 3.6865 0.069
O -5.8893 0.3978 2.5253 0.041
H -5.0066 2.4698 0.8636 0.066
H -6.2386 3.3818 1.8122 0.066
H -6.8117 2.1295 0.7064 0.105
C 2.9902 2.7915 -0.7539 0.058
N 4.4483 2.8580 -1.0125 -0.408
O 4.8312 2.2420 -2.0274 0.028
O 5.1860 3.5754 -0.3756 0.073
H 2.4300 2.7579 -1.6883 0.096
H 2.6529 3.6395 -0.1579 0.081
H 2.9457 1.8863 -0.1483 0.104
C -0.8346 -5.6333 1.4124 -0.012
O -0.8131 -5.7308 -0.0331 -0.232
C -1.3693 -7.0026 -0.4590 -0.110
C -1.2834 -7.1335 -1.9928 -0.121
O -0.0719 -6.4923 -2.4385 -0.226
C 0.2397 -6.8879 -3.7927 -0.006
H -0.3707 -6.4567 1.9554 0.104
H -1.8305 -5.7647 1.8355 0.090
H -0.4515 -4.6873 1.7952 0.106
H -2.4282 -7.0393 -0.2035 0.133
H -0.8655 -7.8211 0.0551 0.139
H -2.1768 -6.8146 -2.5297 0.134
H -1.2949 -8.2077 -2.1770 0.138
H 1.2233 -6.4963 -4.0520 0.090
H -0.5355 -6.5339 -4.4723 0.112
H 0.3776 -7.9679 -3.8444 0.110
C -0.3260 7.5713 -6.7733 -0.172
O -0.7639 6.4235 -6.1736 -0.176
C 0.0528 6.1009 -5.0160 -0.147
C -0.2762 4.7387 -4.2737 -0.140
O -0.0383 3.6098 -5.1656 -0.147
C -0.2074 2.4722 -4.4363 -0.153
H -0.8995 7.6772 -7.6942 0.094
H 0.7420 7.6221 -6.9852 0.085
H -0.4833 8.4505 -6.1486 0.082
H -0.0908 6.9683 -4.3717 0.112
H 1.1127 6.1841 -5.2565 0.116
H -1.2102 4.7510 -3.7120 0.117
H 0.4331 4.6963 -3.4472 0.107
H 0.3407 1.6592 -4.9125 0.079
H -1.2674 2.2826 -4.2673 0.079
H 0.3511 2.5244 -3.5018 0.069
C 4.0374 -0.4912 -6.4770 -0.079
O 3.3070 -0.9084 -5.2907 -0.181
C 3.0610 0.2046 -4.4708 -0.230
C 2.2610 -0.1243 -3.2510 -0.207
O 2.7015 -1.2025 -2.4586 -0.179
C 4.0525 -1.0435 -1.9552 -0.040
H 4.3234 -1.4707 -6.8601 0.084
H 4.9893 0.0333 -6.3941 0.089
H 3.3836 0.0175 -7.1854 0.088
H 2.4809 0.9111 -5.0644 0.121
H 4.0383 0.5950 -4.1869 0.112
H 1.2354 -0.3970 -3.4996 0.119
H 2.1463 0.7637 -2.6295 0.102
H 4.1548 -0.3243 -1.1425 0.088
H 4.7033 -0.6859 -2.7532 0.083
H 4.4308 -2.0276 -1.6785 0.070
C -3.7303 -1.4983 0.9642 -0.080
O -4.3231 -2.6171 0.3400 -0.189
C -5.6942 -2.7264 0.6746 -0.224
C -6.0530 -3.1772 2.0657 -0.171
O -5.3102 -4.3377 2.5867 -0.198
C -5.5219 -5.5949 1.9129 -0.090
H -2.6736 -1.4487 0.7015 0.078
H -3.8916 -1.4758 2.0420 0.097
H -4.1956 -0.6199 0.5171 0.074
H -6.1954 -3.3346 -0.0783 0.121
H -6.1869 -1.7680 0.5106 0.118
H -7.1123 -3.4342 2.0706 0.118
H -6.0995 -2.3162 2.7324 0.109
H -5.1488 -5.5204 0.8914 0.070
H -6.5754 -5.8665 1.9803 0.089
H -4.7929 -6.2499 2.3900 0.083
C -3.0526 4.8197 3.5880 -0.102
O -3.8936 5.4529 2.6927 -0.203
C -5.2485 5.5514 3.1285 -0.180
C -5.6213 6.9094 3.7489 -0.167
O -5.1106 7.0698 5.0822 -0.188
C -5.2238 8.3521 5.5912 -0.139
H -2.0535 4.7706 3.1551 0.063
H -3.3581 3.7749 3.6450 0.087
H -2.9722 5.3334 4.5460 0.097
H -5.5690 4.6720 3.6871 0.110
H -5.8681 5.4776 2.2348 0.104
H -6.7027 7.0451 3.7354 0.123
H -5.2555 7.7153 3.1127 0.123
H -4.9104 8.2303 6.6280 0.089
H -6.2162 8.8015 5.6274 0.087
H -4.4944 8.9894 5.0913 0.089
C 3.0483 -4.4895 7.8462 -0.116
O 2.4232 -3.3617 7.1927 -0.159
C 1.0380 -3.7194 7.0878 -0.210
C 0.3180 -2.5680 6.3410 -0.166
O 1.1603 -1.9842 5.3036 -0.184
C 0.4585 -1.2852 4.2857 -0.104
H 4.1075 -4.3158 8.0360 0.080
H 3.1809 -5.2698 7.0968 0.084
H 2.6542 -4.9269 8.7636 0.085
H 0.5340 -3.7911 8.0516 0.120
H 0.8932 -4.6317 6.5091 0.119
H 0.0626 -1.7757 7.0446 0.120
H -0.5425 -3.0501 5.8771 0.115
H -0.2032 -1.9182 3.6946 0.083
H 1.0659 -0.7098 3.5869 0.076
H -0.1018 -0.4974 4.7892 0.087
C 0.8765 4.3977 2.2428 -0.088
O 0.9060 5.1013 1.0422 -0.188
C 1.4024 6.3770 1.2417 -0.230
C 1.4474 7.1600 -0.1053 -0.113
O 2.4044 6.5923 -1.0912 -0.206
C 3.7157 6.3026 -0.7240 -0.133
H 0.0918 4.8914 2.8161 0.078
H 1.8253 4.3377 2.7759 0.103
H 0.5058 3.3928 2.0404 0.087
H 2.4147 6.4103 1.6446 0.118
H 0.7691 6.9286 1.9364 0.126
H 1.4558 8.2431 0.0176 0.116
H 0.5280 7.0434 -0.6791 0.107
H 3.6973 5.5865 0.0976 0.059
H 4.2123 7.2321 -0.4457 0.094
H 4.2067 5.8711 -1.5962 0.094
C 5.5238 -3.9230 -0.0048 -0.107
O 5.8286 -4.5523 1.2410 -0.173
C 6.4985 -3.6385 2.1301 -0.187
C 7.9574 -3.3827 1.7755 -0.240
O 8.6137 -4.6338 1.8113 -0.163
C 9.9577 -4.5169 1.2931 -0.088
H 5.1815 -4.6526 -0.7387 0.070
H 6.4116 -3.4207 -0.3890 0.078
H 4.6766 -3.2703 0.2059 0.067
H 6.4964 -4.0252 3.1492 0.125
H 5.8940 -2.7496 2.3104 0.122
H 8.3513 -2.6630 2.4931 0.124
H 8.0320 -2.8674 0.8179 0.101
H 9.8755 -3.8617 0.4259 0.078
H 10.3065 -5.5065 0.9980 0.083
H 10.7178 -4.1330 1.9736 0.080
C 2.9253 -4.4109 -3.0556 0.023
O 1.4977 -4.2392 -2.6804 -0.244
C 0.7218 -3.5417 -3.7166 -0.098
C -0.6679 -3.0960 -3.2303 -0.102
O -1.0775 -3.9601 -2.1310 -0.254
C -2.4926 -3.7525 -1.9554 -0.019
H 3.0662 -5.2217 -3.7704 0.094
H 3.4401 -4.5815 -2.1101 0.083
H 3.3635 -3.5122 -3.4898 0.089
H 0.5721 -4.2898 -4.4951 0.115
H 1.2085 -2.6780 -4.1696 0.122
H -1.4012 -3.1393 -4.0357 0.140
H -0.5571 -2.0832 -2.8428 0.123
H -2.8536 -4.4387 -1.1893 0.094
H -2.9853 -4.0940 -2.8658 0.101
H -2.6876 -2.7043 -1.7286 0.094